Computed, not measured: C43H36Cl5HgN8O2S3Te as an isolated structure, with ωB97M-V/def2-TZVPD.

Geometry as ORCA input:
```
! RIJCOSX wB97M-V def2-TZVPD def2/J DEFGRID3
* xyz -2 2
Hg 1.1892 -0.6586 0.3898
N 0.4487 0.0778 3.2153
C -0.7282 -0.5082 2.8959
N -1.5552 -0.6805 3.9449
C -2.7268 -1.2276 3.6092
N -3.6129 -1.4314 4.6600
N -3.1305 -1.5747 2.4159
C -2.2171 -1.4013 1.4024
N -0.9508 -0.8784 1.6316
C -2.6446 -1.7815 0.1013
C -4.0264 -2.0551 -0.1566
C -4.4410 -2.3438 -1.4202
C -3.4907 -2.3777 -2.4727
C -2.1727 -2.1556 -2.1425
N -1.7270 -1.8909 -0.9077
H 0.4988 0.5051 4.1210
H 1.0649 0.4093 2.4956
H -3.1579 -1.5035 5.5548
H -4.3044 -2.1350 4.4624
H -4.7185 -1.9985 0.6704
H -5.4920 -2.5237 -1.6230
H -3.7719 -2.5761 -3.4988
H -1.4024 -2.2016 -2.9094
Cl -1.1713 2.5259 -7.0701
C -0.5338 1.5550 -5.7771
C -1.0105 1.6958 -4.4723
Cl -2.2961 2.8299 -4.1732
C -0.4977 0.9428 -3.4281
Cl -1.0768 1.1786 -1.8201
C 0.4967 -0.0685 -3.6241
O 0.9296 -0.8061 -2.7128
C 0.9665 -0.1654 -4.9805
Cl 2.1924 -1.3509 -5.2738
C 0.4756 0.6175 -6.0104
Cl 1.1090 0.4382 -7.6178
S 3.1087 -0.8684 2.0540
C 3.8266 0.7256 1.8284
C 4.8180 1.1057 2.7491
C 5.4856 2.3153 2.6699
C 5.1608 3.2067 1.6528
C 4.1694 2.8681 0.7483
C 3.4834 1.6424 0.8017
S 2.2758 1.3781 -0.4546
H 5.0588 0.4070 3.5418
H 6.2524 2.5610 3.3961
H 5.6723 4.1595 1.5685
H 3.9021 3.5580 -0.0458
Te 0.6489 -3.1031 -0.8950
C 2.2919 -4.5044 -0.6419
C 2.3652 -5.5813 -1.5201
C 3.3153 -6.5820 -1.3412
C 4.2079 -6.5091 -0.2798
C 4.1561 -5.4253 0.5898
C 3.2078 -4.4270 0.4064
C -0.3102 -4.1289 0.7048
C 0.0752 -3.9254 2.0263
C -0.6135 -4.5476 3.0606
C -1.6989 -5.3677 2.7797
C -2.0939 -5.5653 1.4629
C -1.4029 -4.9451 0.4289
H 1.6672 -5.6426 -2.3486
H 3.3574 -7.4191 -2.0292
H 4.9461 -7.2900 -0.1366
H 4.8591 -5.3546 1.4118
H 3.1959 -3.5697 1.0716
H 0.8945 -3.2530 2.2573
H -0.3158 -4.3661 4.0867
H -2.2517 -5.8343 3.5875
H -2.9570 -6.1821 1.2397
H -1.7297 -5.0763 -0.5969
C 0.5712 4.6130 -2.2644
C 0.6166 4.5057 -0.7444
C -0.6696 4.9428 -0.0557
N -1.7712 4.0106 -0.2599
C -2.1903 3.1361 0.6575
S -1.5243 2.9367 2.1710
N -3.2552 2.3119 0.2891
C -4.2061 2.4174 -0.7191
O -4.7987 1.4426 -1.1064
C -4.6034 3.7860 -1.2032
C -5.0489 3.9058 -2.5108
C -5.4872 5.1335 -2.9898
C -5.5008 6.2386 -2.1509
C -5.0767 6.1132 -0.8339
C -4.6242 4.8895 -0.3614
H 1.4826 4.2031 -2.7029
H 0.4755 5.6555 -2.5862
H -0.2658 4.0513 -2.6847
H 1.4303 5.1246 -0.3540
H 0.8390 3.4768 -0.4488
H -0.9943 5.9263 -0.4164
H -0.5093 5.0024 1.0156
H -2.0801 3.8698 -1.2113
H -3.2562 1.4140 0.7590
H -5.0383 3.0266 -3.1433
H -5.8184 5.2233 -4.0171
H -5.8467 7.1973 -2.5188
H -5.0899 6.9713 -0.1730
H -4.2928 4.7905 0.6658
*
```

gap between HOMO and LUMO (alpha / beta): 4.26 / 6.00 eV
⟨S²⟩: 0.7664
strongest force on any atom: 0.70 eV/Å
E: -167782.465 eV
HOMO (alpha / beta): -0.4 / -2.2 eV

Computed, not measured: the molecule C4H9N3O, with ωB97M-V/def2-TZVPD.

Geometry as ORCA input:
```
! RIJCOSX wB97M-V def2-TZVPD def2/J DEFGRID3
* xyz 0 1
C -0.7640 1.1032 -1.7678
C 0.0998 0.1136 -1.3026
C 1.4768 -0.6273 1.6672
C 0.9739 -1.2953 0.3863
N -1.6247 1.6618 -0.9310
N -2.0609 1.1331 0.1378
N 0.0275 -0.4138 -0.1790
O 0.1405 -2.3439 0.7117
H -0.7732 1.5341 -2.8129
H 0.8149 -0.2713 -2.0498
H 2.0943 -1.3335 2.4038
H 2.1874 0.1318 1.3255
H 0.6854 -0.2237 2.1769
H 1.8280 -1.7917 -0.0956
H -1.9715 2.6562 -1.3013
H -2.5831 1.8078 0.6383
H -0.5510 -1.8413 0.9925
*
```

gap between HOMO and LUMO (alpha / beta): 8.44 / 8.44 eV
strongest force on any atom: 4.59 eV/Å
E: -10807.518 eV
HOMO (alpha / beta): -8.1 / -8.1 eV

Computed, not measured: the molecule C16H22N2O4, with ωB97M-V/def2-TZVPD.

Geometry as ORCA input:
```
! RIJCOSX wB97M-V def2-TZVPD def2/J DEFGRID3
* xyz 0 1
C 1.9511 2.3115 -3.8288
C 3.1783 1.9835 -2.9934
H 3.2655 2.6720 -2.1475
H 4.0913 2.0168 -3.5950
O 3.0934 0.6469 -2.4878
C 2.7863 0.4799 -1.2062
O 2.6451 1.3708 -0.4094
C 2.7214 -1.0066 -0.8531
C 2.1220 -1.1970 0.5451
H 2.3332 -0.3017 1.1321
H 2.5743 -2.0535 1.0451
C 0.6017 -1.4045 0.4500
N 0.0624 -0.6868 -0.6856
C -0.2390 0.6452 -0.6663
O -0.2450 1.3344 -1.6704
N -0.5466 1.2076 0.5622
C -1.3970 0.7353 1.5579
C -2.2291 -0.3638 1.3422
C -3.0681 -0.8105 2.3530
C -3.0868 -0.1487 3.5817
C -2.2788 0.9520 3.7796
C -1.4348 1.4007 2.7798
H -0.8033 2.2614 2.9376
H -2.3039 1.4682 4.7273
H -3.7468 -0.5102 4.3528
O -3.9090 -1.8766 2.2391
C -3.9485 -2.5760 1.0200
H -4.6813 -3.3694 1.1593
H -2.9766 -3.0197 0.7788
H -4.2673 -1.9309 0.1949
H -2.2132 -0.8410 0.3759
H -0.4102 2.2097 0.5584
C 0.4775 -1.2589 -1.9559
H -0.2141 -2.0675 -2.2227
C 1.9155 -1.7930 -1.8905
H 2.3808 -1.7091 -2.8714
H 1.9202 -2.8458 -1.6006
H 0.3943 -0.4695 -2.7050
H 0.3707 -2.4633 0.2945
H 0.1234 -1.0865 1.3738
H 3.7599 -1.3550 -0.8657
H 1.0554 2.2078 -3.2206
H 2.0202 3.3329 -4.1916
H 1.8819 1.6365 -4.6786
*
```

structure (SMILES): CCOC(=O)C1CCN(C(=O)Nc2cccc(OC)c2)CC1
gap between HOMO and LUMO: 8.81 eV
strongest force on any atom: 0.65 eV/Å
E: -28120.130 eV
HOMO: -8.1 eV

Computed, not measured: C4H7NO2 as an isolated structure, with ωB97M-V/def2-TZVPD.

Geometry as ORCA input:
```
! RIJCOSX wB97M-V def2-TZVPD def2/J DEFGRID3
* xyz 0 1
C 0.2377 0.8013 1.5522
C -0.1063 0.3521 0.1543
C -1.0569 1.1512 -0.6667
O 0.6968 0.9553 -0.8941
C -0.1635 -1.1685 -0.0018
O -0.6474 -1.8540 0.8755
N 0.2925 -1.6552 -1.1846
H 0.2312 1.8936 1.6056
H -0.5058 0.4057 2.2487
H 1.2209 0.4273 1.8543
H -1.4912 0.5201 -1.4571
H 0.1945 1.8909 -0.9435
H 0.2873 -2.6530 -1.3277
H 0.8103 -1.0668 -1.8150
*
```

gap between HOMO and LUMO: 9.90 eV
strongest force on any atom: 0.47 eV/Å
E: -9842.951 eV
HOMO: -9.4 eV

Computed, not measured: C39H36BN4O6PS2Ti as an isolated structure, with ωB97M-V/def2-TZVPD.

Geometry as ORCA input:
```
! RIJCOSX wB97M-V def2-TZVPD def2/J DEFGRID3
* xyz 0 1
Ti 0.3350 0.2026 -1.8695
C -3.0290 -3.6869 2.0462
C -3.8386 -2.8033 1.1110
N -3.2119 -1.4878 0.9130
C -3.7501 -0.3946 1.7277
C -4.9072 0.3154 1.0398
C -2.2439 -1.3119 0.0171
S -1.6592 0.2854 -0.2347
N -1.8747 -2.4628 -0.6149
C -0.9484 -2.5272 -1.5174
O -0.2113 -1.5326 -1.9026
C -0.6762 -3.8225 -2.1749
C 0.3521 -3.9252 -3.1087
C 0.6086 -5.1403 -3.7235
C -0.1593 -6.2524 -3.4081
C -1.1843 -6.1534 -2.4737
C -1.4434 -4.9422 -1.8575
H -3.5450 -4.6349 2.2077
H -2.8845 -3.2045 3.0154
H -2.0498 -3.8885 1.6132
H -4.8282 -2.6115 1.5254
H -3.9654 -3.2816 0.1444
H -2.9475 0.3064 1.9452
H -4.0724 -0.8389 2.6703
H -4.5735 0.7636 0.1036
H -5.2948 1.1072 1.6820
H -5.7212 -0.3789 0.8224
H 0.9551 -3.0601 -3.3392
H 1.4095 -5.2180 -4.4467
H 0.0400 -7.2008 -3.8913
H -1.7822 -7.0220 -2.2298
H -2.2373 -4.8455 -1.1293
O 2.3611 -1.9996 -1.2160
S 3.0980 -0.9860 -1.9288
O 3.9572 -1.4255 -2.9794
O 2.1345 0.1160 -2.4284
C 4.0064 -0.1697 -0.6542
C 5.3802 -0.0509 -0.7709
C 6.1059 0.4136 0.3161
C 5.4527 0.7372 1.4967
C 4.0720 0.6281 1.5941
C 3.3169 0.1829 0.5168
P 1.4645 0.0820 0.5804
C 1.1815 -1.1356 1.8950
C 1.3449 -0.8649 3.2533
C 1.1940 -1.8810 4.1838
C 0.8863 -3.1724 3.7715
C 0.7222 -3.4458 2.4224
C 0.8654 -2.4308 1.4870
C 0.9238 1.7620 1.2489
C 1.8939 2.8641 0.9352
C 1.5089 4.3625 0.8333
C -0.6165 4.5675 1.3071
C -1.1092 3.6930 2.4110
C -0.7600 2.4882 2.8465
H 5.8602 -0.3493 -1.6937
H 7.1820 0.5051 0.2475
H 6.0221 1.0820 2.3507
H 3.5785 0.9105 2.5170
H 1.5681 0.1373 3.5914
H 1.3191 -1.6624 5.2368
H 0.7835 -3.9642 4.5030
H 0.4905 -4.4509 2.0926
H 0.7637 -2.6526 0.4340
H 2.9222 2.6023 0.7395
H 2.2714 4.8300 0.2141
H -1.4341 5.2011 0.9675
H -1.8575 4.1649 3.0389
H -1.2380 2.0860 3.7313
B -2.7512 0.8012 -5.2572
C -1.6615 0.6395 -4.1715
N -0.8501 0.5246 -3.3449
H -3.1833 1.9277 -5.1149
H -2.2049 0.6513 -6.3294
H -3.5881 -0.0515 -5.0364
O 0.1695 3.1881 -3.3307
C 0.2124 3.2028 -2.1307
N 0.4609 2.0729 -1.3031
C 0.5988 2.5213 0.0435
O 0.1386 1.5781 2.3963
C 0.1976 3.9609 0.1482
C 0.6764 5.3871 1.6562
C 0.6412 6.6443 0.7974
C 0.3818 6.7534 -0.5202
C 0.1655 5.7064 -1.5461
C 0.0786 4.4142 -1.2429
H 0.8847 5.5943 2.7042
H 0.8199 7.5750 1.3256
H 0.3868 7.7639 -0.9126
H 0.1487 6.0173 -2.5851
*
```

gap between HOMO and LUMO: 6.83 eV
strongest force on any atom: 1.46 eV/Å
E: -114022.586 eV
HOMO: -8.1 eV

What is the formula in the first record?
C43H36Cl5HgN8O2S3Te

Which of these has the lowest strongest force on any atom?
C4H7NO2